# 1
84
Properties=species:S:1:pos:R:3 method="wB97M-V/def2-TZVPD" orbital_gap_ev=7.0 charge=-1 e_above_lowest_kcal_mol=0.0 e_lumo_ev=2.29
Ca -0.6671 -0.5143 -0.8094
C 1.3463 -1.1882 -3.4688
C 1.9135 0.1016 -2.9608
C 2.7132 0.8917 -3.7868
C 3.2005 2.0893 -3.3112
C 2.8891 2.4618 -2.0129
C 2.0743 1.6382 -1.2472
N 1.5995 0.4761 -1.7146
Sb 1.8534 2.4654 0.7471
C 1.7437 0.6266 1.8667
C 1.6720 0.7398 3.3223
C 2.0138 -0.3093 4.0786
C 2.2083 -1.6289 3.4888
C 2.2042 -1.6792 1.9527
C 2.4288 -3.1310 -0.0720
N 2.0261 -0.4566 1.2492
C -0.1214 3.0814 1.3523
C -0.1359 4.3875 1.8296
C -1.3230 4.9092 2.3134
C -2.4465 4.1102 2.2822
C -2.3536 2.8097 1.7869
C -3.5780 1.9490 1.7298
N -1.1972 2.2948 1.3498
H 1.7861 -1.4514 -4.4303
H 0.2666 -1.0944 -3.6043
H 1.5064 -2.0079 -2.7706
H 2.9307 0.5557 -4.7919
H 3.8157 2.7257 -3.9358
H 3.2585 3.3927 -1.6024
H 1.4926 1.7142 3.7606
H 2.1594 -0.2017 5.1463
H 2.8170 -2.3393 4.0311
H 1.6225 -3.8129 0.1896
H 3.1244 -3.6575 -0.7270
H 1.9925 -2.3039 -0.6307
H 0.7619 4.9906 1.7930
H -1.3718 5.9244 2.6881
H -3.4043 4.4769 2.6280
H -4.4804 2.5578 1.7788
H -3.6041 1.2562 2.5738
H -3.5903 1.3669 0.8120
O -4.6974 -1.2729 3.6795
C -3.5161 -1.2477 4.2605
O -3.3863 -1.1509 5.4599
C -2.3228 -1.3598 3.3695
C -1.0433 -1.6025 3.8130
Cl -0.4696 -1.9687 5.3709
N -0.2056 -1.5985 2.7485
N -0.8930 -1.3659 1.6110
C -2.1590 -1.2346 1.9624
C -3.2020 -1.0744 0.8750
O -4.3762 -1.3498 1.1825
O -2.7892 -0.6862 -0.2396
C 1.0599 -2.2850 2.7221
C 3.1493 -2.5880 1.1637
C 3.8261 -3.6666 1.9629
C 3.2165 -4.6104 2.6793
C 1.7721 -4.7322 2.8548
C 0.8646 -3.7563 2.8225
H -4.6114 -1.3757 2.6664
H 3.9302 -1.9037 0.8209
H 4.9099 -3.6925 1.9108
H 3.8245 -5.3793 3.1452
H 1.3945 -5.7365 3.0128
H -0.1788 -4.0386 2.9074
F -1.0770 -3.6912 -0.2562
C -0.7923 -2.9620 -1.4548
F 0.2709 -3.7397 -2.0339
H -1.6398 -3.2454 -2.1022
O 0.0349 4.5037 -1.3746
C -0.6153 3.6662 -1.9806
N -0.6397 2.3228 -1.7246
C -1.3344 1.7085 -2.6945
O -1.4396 0.4767 -2.8074
C -1.9260 2.7186 -3.6417
C -2.7365 2.5984 -4.7482
C -3.0949 3.7749 -5.4077
C -2.6409 5.0121 -4.9634
C -1.8143 5.1158 -3.8434
C -1.4762 3.9488 -3.1965
H -3.0809 1.6290 -5.0848
H -3.7362 3.7276 -6.2791
H -2.9364 5.9071 -5.4972
H -1.4524 6.0731 -3.4904

=====

# 2
77
Properties=species:S:1:pos:R:3 method="wB97M-V/def2-TZVPD" orbital_gap_ev=7.0 e_above_lowest_kcal_mol=33.8 e_lumo_ev=-0.65
Zr -0.4121 -0.1628 -1.3049
O 0.1460 5.4312 -0.8393
C -0.9397 5.2227 -1.6003
C -1.7189 6.3345 -1.9211
C -2.8452 6.2009 -2.7018
C -3.2259 4.9539 -3.1963
C -2.4593 3.8521 -2.8885
C -1.3173 3.9581 -2.0875
C -0.5777 2.7414 -1.7467
O -0.9704 1.5858 -2.2470
N 0.4478 2.8227 -0.9475
N 0.9884 1.5690 -0.7052
C 2.2057 1.5513 -0.2943
C 2.9918 0.3472 -0.2320
C 4.2036 0.3505 0.4763
C 5.0265 -0.7493 0.4803
C 4.6612 -1.8732 -0.2706
C 3.4969 -1.8903 -1.0031
C 2.6269 -0.7867 -0.9920
O 1.5102 -0.8331 -1.6821
H 0.5561 4.5543 -0.6573
H -1.4081 7.2944 -1.5314
H -3.4365 7.0770 -2.9337
H -4.1079 4.8513 -3.8118
H -2.7299 2.8750 -3.2626
H 2.6816 2.5029 -0.0554
H 4.4762 1.2426 1.0279
H 5.9499 -0.7435 1.0413
H 5.3077 -2.7410 -0.2810
H 3.2123 -2.7513 -1.5934
O -0.5639 -4.2430 -1.3910
C -0.5549 -3.1046 -1.0048
O -1.0935 -2.0682 -1.6222
C 0.0926 -2.7300 0.3189
C 0.5271 -3.6886 1.2120
C 1.0650 -3.2688 2.4199
C 1.1470 -1.9120 2.6867
C 0.6985 -1.0163 1.7308
N 0.1874 -1.4176 0.5689
H 0.4240 -4.7304 0.9457
H 1.4048 -3.9891 3.1513
H 1.5421 -1.5447 3.6220
H 0.7308 0.0539 1.8992
C -2.6226 5.1880 1.4366
C -1.5241 4.4559 1.8630
C -1.4632 3.0955 1.6088
C -2.4981 2.4285 0.9444
C -3.5976 3.1854 0.5346
C -3.6585 4.5517 0.7717
Si -2.3541 0.5819 0.5770
C -3.9548 0.0536 -0.2881
C -5.0006 -0.6147 0.3522
C -6.1492 -0.9800 -0.3357
C -6.2782 -0.6835 -1.6842
C -5.2553 -0.0129 -2.3406
C -4.1105 0.3476 -1.6466
C -2.2643 -0.3631 2.2148
C -1.9975 0.1994 3.4601
C -1.8244 -0.5975 4.5870
C -1.9222 -1.9741 4.4885
C -2.2009 -2.5589 3.2578
C -2.3639 -1.7602 2.1398
H -2.6634 6.2550 1.6141
H -0.7072 4.9538 2.3693
H -0.5812 2.5397 1.9184
H -4.4146 2.7005 0.0144
H -4.5138 5.1213 0.4314
H -4.9178 -0.8452 1.4072
H -6.9484 -1.4956 0.1819
H -7.1722 -0.9716 -2.2219
H -5.3523 0.2253 -3.3921
H -3.3237 0.8860 -2.1707
H -1.9288 1.2771 3.5556
H -1.6215 -0.1383 5.5467
H -1.7917 -2.5931 5.3673
H -2.2876 -3.6350 3.1752
H -2.5728 -2.2222 1.1790

=====

# 3
88
Properties=species:S:1:pos:R:3 method="wB97M-V/def2-TZVPD" orbital_gap_ev=5.2 charge=-2 e_above_lowest_kcal_mol=0.0 e_lumo_ev=3.68
Ba -0.0982 0.2185 0.4450
C 1.5549 -3.6982 -2.3527
C 0.8702 -4.8028 -1.8790
C 0.2021 -4.7105 -0.6715
C 0.2496 -3.5106 0.0403
N 0.8922 -2.4424 -0.4359
C 1.5188 -2.5296 -1.6066
C -0.4250 -3.4214 1.3732
C -0.4984 -4.5427 2.1971
C -1.1692 -4.4373 3.4047
C -1.7536 -3.2345 3.7527
C -1.6192 -2.1640 2.8801
N -0.9709 -2.2647 1.7284
H 2.0932 -3.7175 -3.2912
H 0.8428 -5.7234 -2.4498
H -0.3714 -5.5434 -0.2908
H 2.0091 -1.6307 -1.9513
H -0.0156 -5.4674 1.9118
H -1.2251 -5.2899 4.0707
H -2.2878 -3.1108 4.6854
H -2.0437 -1.1898 3.1037
N -1.9739 2.6076 -1.0408
C -1.6344 3.9889 -1.3379
C -0.2991 4.3997 -0.7167
C 0.8130 3.4283 -1.1038
O 1.4488 3.6561 -2.1673
O 0.9998 2.4434 -0.3546
H -2.8434 2.3358 -1.4806
H -2.0813 2.4391 -0.0420
H -2.3950 4.7102 -0.9967
H -1.5552 4.0939 -2.4246
H -0.3883 4.4087 0.3718
H -0.0496 5.4041 -1.0646
Se 3.0545 1.7733 -2.5776
Se 4.4423 -0.1249 -2.9481
C 4.6923 -0.6995 -1.1228
C 5.7183 -1.6143 -0.8654
C 5.8750 -2.0746 0.4284
C 5.0255 -1.6044 1.4246
C 4.0519 -0.6865 1.0723
N 3.8898 -0.2453 -0.1785
C 1.4403 1.0705 -3.4107
C 1.2427 1.3650 -4.7568
C 0.0392 1.0101 -5.3402
C -0.9239 0.3850 -4.5632
C -0.6270 0.1086 -3.2385
N 0.5436 0.4274 -2.6768
H 6.3643 -1.9491 -1.6670
H 6.6548 -2.7905 0.6618
H 5.1052 -1.9417 2.4491
H 3.3511 -0.2984 1.8064
H 2.0105 1.8862 -5.3097
H -0.1502 1.2381 -6.3830
H -1.8923 0.1150 -4.9627
H -1.3524 -0.3743 -2.5875
Cl -7.2262 -1.8059 0.1270
C -5.7762 -0.9575 0.5861
C -5.7586 -0.1626 1.7064
Cl -7.1813 0.0149 2.6924
C -4.5702 0.5115 2.0417
Cl -4.5268 1.5085 3.4761
C -3.3850 0.4337 1.3008
O -2.3145 1.0720 1.6455
C -3.4023 -0.4263 0.1061
O -2.3563 -0.5638 -0.6266
C -4.6099 -1.0805 -0.1876
Cl -4.6155 -2.0958 -1.6055
C -1.0000 1.2955 4.7981
C -0.9755 0.0163 5.5875
C -2.1642 -0.6949 5.7535
C -2.1944 -1.8473 6.5141
Cl -3.7079 -2.7082 6.7139
C -1.0554 -2.3410 7.1224
C 0.1327 -1.6558 6.9431
C 0.1833 -0.4923 6.1854
O 1.4007 0.1288 6.1212
C 1.8765 0.4582 4.8135
C 1.5094 -0.5897 3.7421
O 1.5199 -1.7819 4.0587
O 1.2108 -0.0742 2.6274
H -2.0226 1.6582 4.7051
H -0.6281 1.1545 3.7805
H -0.3957 2.0633 5.2839
H -3.0676 -0.3278 5.2816
H -1.0955 -3.2523 7.7032
H 1.0587 -2.0253 7.3617
H 2.9644 0.5041 4.8930
H 1.5088 1.4360 4.5077

=====

# 4
78
Properties=species:S:1:pos:R:3 method="wB97M-V/def2-TZVPD" orbital_gap_ev="6.6 / 6.7" multiplicity=6 e_lumo_ev="-0.58 / -0.52"
Dy 2.2765 -1.5995 -0.5478
Te 0.1128 3.4720 -0.5570
C -2.0857 3.5025 -0.3542
C -2.8707 3.1737 -1.4339
C -4.2897 3.1099 -1.1992
N -4.8815 3.4644 -0.0546
C -4.0935 3.7839 0.9680
C -2.6669 3.8134 0.8710
C 0.5683 1.4280 -0.2217
P -0.1544 -0.0085 -0.9728
C -1.8738 -0.4521 -0.4379
C -2.5919 0.2591 0.5274
C -3.7775 -0.2916 1.0696
C -4.2755 -1.4609 0.5033
C -3.6053 -2.0593 -0.5293
C -2.3756 -1.5965 -1.0306
C -0.2865 0.3601 -2.7761
C -1.4078 0.2629 -3.6826
C -1.3685 0.7170 -4.9670
C -0.1775 1.2857 -5.4182
C 0.9706 1.2918 -4.6074
C 0.9176 0.8620 -3.2959
P 1.6910 0.9061 0.9751
C 2.7769 2.4032 1.3123
C 3.5658 2.8563 0.2523
C 4.5074 3.8104 0.4144
C 4.5699 4.5356 1.6292
C 3.7259 4.2149 2.6799
C 2.8520 3.0801 2.5176
C 1.0463 0.6082 2.7235
C 1.8679 -0.2386 3.4561
C 1.5083 -0.8506 4.6358
C 0.2285 -0.5846 5.1216
C -0.5675 0.4305 4.5489
C -0.1655 1.0090 3.3101
H -2.4798 2.8488 -2.3388
H -4.9005 2.7705 -2.0546
H -4.5549 3.9218 1.9154
H -2.1183 4.0897 1.7072
H -2.2663 1.1685 0.9768
H -4.2660 0.2373 1.9475
H -5.2351 -1.8130 0.8222
H -4.0719 -2.8958 -1.0776
H -1.7003 -2.2297 -1.6259
H -2.3070 -0.1521 -3.1795
H -2.2576 0.7723 -5.5446
H -0.0922 1.5236 -6.4546
H 1.9290 1.7214 -4.9625
H 1.7609 0.9871 -2.5907
H 3.4497 2.2836 -0.6572
H 5.0566 4.0386 -0.4830
H 5.1489 5.4314 1.6211
H 3.6712 4.7602 3.6242
H 2.2414 2.7378 3.3799
H 2.8830 -0.3822 3.0893
H 2.2146 -1.5560 5.0552
H -0.0590 -0.9035 6.1076
H -1.4249 0.7539 5.1140
H -0.8032 1.7483 2.8188
O -1.5509 -6.7370 -1.6863
C -1.7249 -5.5778 -1.0142
O -2.7943 -5.1403 -0.7958
C -0.4609 -4.9061 -0.4540
C -0.5251 -3.9312 0.5370
C 0.6858 -3.4532 1.0550
C 1.9184 -3.8592 0.5927
S 3.4105 -3.1504 1.2900
C 1.9222 -4.7225 -0.4651
C 0.7562 -5.3414 -0.9557
H -0.7119 -7.1839 -1.5407
H -1.4612 -3.5412 0.8356
H 0.6130 -2.6335 1.7639
H 2.8706 -5.0431 -0.7675
H 0.8560 -5.9522 -1.7816
O 4.3502 -0.7582 -1.3162
C 4.2179 -1.5451 -2.3406
O 3.1060 -2.1232 -2.5548
H 5.0337 -1.7613 -3.0418

=====

# 5
86
Properties=species:S:1:pos:R:3 method="wB97M-V/def2-TZVPD" orbital_gap_ev=6.2 charge=+1 e_above_lowest_kcal_mol=35.4 e_lumo_ev=-4.04
Sn -0.2150 -0.5435 0.4401
C -0.8366 -2.4279 -3.8206
C -0.3744 -2.2829 -2.4002
N -1.1050 -1.5796 -1.5706
N -2.1338 -0.8855 -2.0498
C -2.9057 -0.2587 -1.2241
S -2.7380 -0.2033 0.5038
S -4.2022 0.7128 -1.8316
C -4.4241 0.0732 -3.5415
C -5.4462 -1.0285 -3.5474
C -5.1391 -2.2947 -3.0555
C -6.1026 -3.2895 -3.0229
C -7.3886 -3.0280 -3.4752
C -7.7013 -1.7710 -3.9670
C -6.7369 -0.7749 -3.9987
C 0.7991 -2.9544 -1.9213
C 1.7676 -3.4285 -2.8293
C 2.8940 -4.0903 -2.4145
C 3.0906 -4.3412 -1.0483
C 2.1771 -3.8912 -0.1345
C 1.0105 -3.1780 -0.5207
O 0.1822 -2.7813 0.3924
H -1.9185 -2.5352 -3.8430
H -0.5880 -1.5158 -4.3693
H -0.3869 -3.2831 -4.3122
H -4.7566 0.9258 -4.1294
H -3.4388 -0.2492 -3.8660
H -4.1413 -2.4973 -2.6856
H -5.8530 -4.2705 -2.6405
H -8.1449 -3.8005 -3.4400
H -8.7002 -1.5595 -4.3247
H -6.9875 0.2073 -4.3810
H 1.6489 -3.2351 -3.8866
H 3.6312 -4.4191 -3.1337
H 3.9710 -4.8800 -0.7232
H 2.3210 -4.0474 0.9277
O 5.8197 -1.0707 5.4805
N 5.6150 -1.4922 4.3615
O 6.4451 -2.0041 3.6364
C 4.2349 -1.3950 3.8676
C 3.2569 -1.5530 4.7856
C 1.8865 -1.4732 4.4115
C 0.8492 -1.6610 5.3436
C -0.4521 -1.5363 4.9303
C -0.6989 -1.2285 3.5903
N 0.2665 -1.0634 2.7098
C 1.5458 -1.1832 3.0833
C 2.5887 -1.0091 2.1109
N 2.2364 -0.7185 0.8517
C 3.1519 -0.5366 -0.0758
C 4.5153 -0.6540 0.1983
C 4.9141 -0.9571 1.4755
C 3.9419 -1.1330 2.4829
H 3.5086 -1.7421 5.8201
H 1.1006 -1.8958 6.3697
H -1.2789 -1.6674 5.6122
H -1.7112 -1.1397 3.2135
H 2.8011 -0.2554 -1.0604
H 5.2388 -0.5066 -0.5895
H 5.9590 -1.0798 1.7082
N -1.4239 7.6807 -0.6840
C -0.9915 6.3869 -0.7241
C -1.8787 5.3287 -0.4699
C -1.4286 4.0265 -0.4955
C -0.0975 3.7713 -0.7930
C 0.7899 4.7979 -1.0826
C 0.3443 6.0982 -1.0555
S 0.4724 2.1208 -0.6753
O -0.4842 1.2229 -1.3278
O 1.8268 1.9584 -1.1224
N 0.3169 1.6473 0.9015
C 1.1900 2.2144 1.8006
N 1.3763 1.5852 2.9672
C 2.1869 2.1563 3.8483
C 2.8524 3.3429 3.6010
C 2.6189 3.9028 2.3542
N 1.8002 3.3608 1.4703
H -2.3207 7.8830 -0.2820
H -0.7509 8.4243 -0.7044
H -2.9164 5.5453 -0.2509
H -2.0968 3.1971 -0.2985
H 1.8134 4.5478 -1.3242
H 1.0182 6.9152 -1.2801
H 2.3177 1.6214 4.7845
H 3.5048 3.8001 4.3285
H 3.0970 4.8259 2.0415

=====

# 6
72
Properties=species:S:1:pos:R:3 method="wB97M-V/def2-TZVPD" orbital_gap_ev=7.2 e_lumo_ev=-0.09
Bi -0.2954 -3.1245 -0.3215
I 3.0811 -2.7963 -1.1257
C 3.2761 -2.2542 0.8967
C 4.5730 -1.9964 1.2432
C 4.8957 -1.5278 2.5308
C 3.8938 -1.3212 3.4270
C 2.5450 -1.6064 3.0963
C 1.5555 -1.4100 4.0921
C 0.2587 -1.7292 3.8473
C -0.1021 -2.2395 2.5808
C 0.7970 -2.4099 1.5514
C 2.1801 -2.1050 1.8003
H 5.3626 -2.1296 0.5158
H 5.9295 -1.3356 2.7886
H 4.1075 -0.9393 4.4202
H 1.8683 -1.0156 5.0533
H -0.5020 -1.5984 4.6097
H -1.1449 -2.4918 2.4205
C 5.4790 2.9185 -0.4638
C 5.0899 2.0068 0.5102
C 3.8746 1.3465 0.3948
C 3.0266 1.5991 -0.6835
C 3.4263 2.5044 -1.6611
C 4.6486 3.1612 -1.5497
As 1.3361 0.5883 -0.7191
C 0.3867 1.6423 -2.0470
C 0.4226 1.4721 -3.4232
C -0.3596 2.2813 -4.2390
C -1.1845 3.2458 -3.6700
C -1.2304 3.4110 -2.2922
C -0.4427 2.6112 -1.4698
C -0.4147 2.6478 0.0115
C -1.1498 3.5036 0.8257
C -1.0539 3.3957 2.2070
C -0.2346 2.4314 2.7850
C 0.5016 1.5720 1.9775
C 0.4220 1.6944 0.5980
H 6.4277 3.4361 -0.3774
H 5.7363 1.8065 1.3574
H 3.5840 0.6234 1.1523
H 2.7859 2.7107 -2.5092
H 4.9489 3.8687 -2.3140
H 1.0547 0.7079 -3.8606
H -0.3352 2.1538 -5.3144
H -1.8019 3.8694 -4.3059
H -1.8848 4.1613 -1.8629
H -1.8017 4.2518 0.3893
H -1.6290 4.0626 2.8383
H -0.1771 2.3440 3.8634
H 1.1272 0.8058 2.4248
C -2.5020 -0.7614 -2.3969
C -2.8350 -1.1505 -0.9382
C -3.4590 0.0877 -0.2780
C -1.5723 -1.5037 -0.1522
C -3.8156 -2.3374 -0.9400
C -3.5903 -3.4487 -1.7579
C -4.4384 -4.5456 -1.7428
C -5.5505 -4.5591 -0.9088
C -5.7961 -3.4607 -0.1018
C -4.9403 -2.3630 -0.1210
H -1.8674 0.1272 -2.4072
H -3.4218 -0.5408 -2.9503
H -1.9646 -1.5558 -2.9171
H -2.7852 0.9388 -0.4037
H -3.6076 -0.0598 0.7934
H -4.4188 0.3391 -0.7369
H -1.2804 -0.7685 0.5991
H -2.7407 -3.4661 -2.4342
H -4.2322 -5.3900 -2.3907
H -6.2179 -5.4112 -0.8952
H -6.6596 -3.4498 0.5533
H -5.1626 -1.5250 0.5272

=====

no.,maximum force (eV Å⁻¹)
1,0.7
2,0.6
3,0.6
4,3.7
5,2.2
6,0.4